Entry 1:
{"formula": "C10H12BNS2", "method": "ωB97M-V/def2-TZVPD", "elements": ["C", "C", "C", "C", "C", "S", "C", "C", "S", "C", "C", "H", "H", "H", "H", "H", "H", "H", "H", "H", "H", "B", "C", "N", "H", "H"], "positions_angstrom": [[0.206, -1.726, 3.725], [1.379, -1.657, 2.956], [1.248, -1.331, 1.618], [-0.004, -1.078, 1.042], [0.144, -0.475, -0.343], [-1.268, 0.343, -1.102], [-1.059, -0.045, -2.847], [0.045, -1.083, -3.001], [1.163, -1.281, -1.640], [-1.164, -1.091, 1.832], [-1.055, -1.408, 3.201], [0.288, -2.134, 4.723], [2.381, -1.838, 3.365], [2.141, -1.077, 1.040], [1.043, 0.122, -0.244], [-2.006, -0.526, -3.154], [-0.833, 0.894, -3.398], [-0.335, -2.120, -2.992], [0.691, -0.853, -3.861], [-2.106, -0.701, 1.439], [-1.954, -1.427, 3.834], [0.191, 4.523, -0.796], [0.220, 4.035, -2.232], [0.214, 3.108, -3.008], [-0.797, 4.332, -0.077], [1.227, 4.494, -0.079]], "forces_ev_per_a": [[-0.074, -0.495, -0.040], [-0.532, -0.107, -0.248], [0.084, 0.386, 0.422], [-0.063, 0.245, -0.087], [0.979, 0.295, -0.237], [-0.181, 0.235, 0.890], [0.138, -0.134, -0.092], [-0.058, -1.310, -0.581], [0.507, -0.595, 0.283], [0.505, 0.400, 0.208], [0.495, -0.273, -0.534], [-0.097, 0.358, 0.273], [-0.615, 0.026, 0.022], [-0.187, -0.478, 0.071], [-0.940, 1.750, 0.952], [0.429, 0.606, -0.162], [-0.264, -0.770, 0.317], [-0.466, 0.702, -1.135], [-0.463, -0.384, 0.056], [0.247, -0.435, -0.054], [0.551, 0.000, -0.305], [0.571, -1.651, 2.569], [-0.182, -4.532, -3.450], [0.108, 4.700, 3.318], [0.420, 0.788, -1.127], [-0.912, 0.673, -1.328]], "mulliken_charge": [-0.35, -0.64, -0.56, 0.84, -0.24, -0.21, -0.34, -0.66, -0.14, -0.29, -0.59, 0.36, 0.35, 0.25, 0.31, 0.33, 0.29, 0.32, 0.35, 0.31, 0.35, 0.02, 0.35, -0.42, 0.01, 0.01], "mol_weight_g_mol": 221.2, "smiles": "c1ccc(C2SCCS2)cc1.BC#N", "de_lowest_kcal_mol": 6.4, "max_force_ha_per_bohr": 0.1119, "gap_ev": 6.83, "homo_energy_ev": -8.1, "total_energy_ha": -1264.11560}



Entry 2:
{"formula": "C2H5N3O3", "method": "ωB97M-V/def2-TZVPD", "elements": ["H", "N", "C", "N", "O", "O", "N", "C", "O", "H", "H", "H", "H"], "positions_angstrom": [[-1.442, -1.057, 0.445], [-1.534, -0.130, 0.847], [-0.627, 0.645, 0.383], [-0.622, 1.976, 0.730], [0.686, 2.521, 0.878], [0.374, 0.304, -0.488], [0.687, -1.069, -0.459], [0.441, -1.819, -1.572], [-0.318, -1.564, -2.475], [-1.197, 2.139, 1.537], [0.983, 2.018, 1.651], [1.599, -1.199, -0.013], [0.970, -2.763, -1.465]], "forces_ev_per_a": [[-0.169, 0.002, -0.072], [1.017, 0.736, -0.306], [-1.546, -1.789, 0.836], [0.842, 0.397, -1.157], [-0.847, -0.524, 0.616], [0.546, -0.140, -0.215], [0.277, 1.033, 0.677], [-0.934, 0.108, -0.856], [0.467, 0.035, 0.579], [-0.224, 0.137, 0.227], [0.694, 0.404, -0.046], [-0.452, 0.069, -0.185], [0.329, -0.467, -0.098]], "mulliken_charge": [0.29, -0.68, 0.61, -0.24, -0.35, -0.17, -0.28, 0.07, -0.47, 0.29, 0.32, 0.26, 0.35], "mol_weight_g_mol": 119.1, "smiles": "[H]/N=C(/NO)ONC=O", "de_lowest_kcal_mol": 78.6, "max_force_ha_per_bohr": 0.0488, "gap_ev": 10.24, "homo_energy_ev": -9.9, "total_energy_ha": -469.07539}



Entry 3:
{"formula": "C2H7N3", "method": "ωB97M-V/def2-TZVPD", "elements": ["H", "N", "C", "N", "H", "H", "H", "C", "N", "H", "H", "H"], "positions_angstrom": [[-1.443, 0.380, -3.516], [-1.000, 1.024, -2.860], [-0.355, 0.378, -1.978], [0.104, -0.934, -2.086], [0.152, 0.896, -1.161], [-0.520, -1.600, -2.515], [0.254, -1.313, -1.163], [0.177, 0.308, 3.450], [1.193, -0.450, 3.527], [0.224, 1.291, 3.915], [-0.676, 0.152, 2.790], [0.952, -1.327, 3.048]], "forces_ev_per_a": [[0.312, 0.078, -0.301], [-0.682, -0.112, 0.953], [0.927, 0.308, -1.326], [-0.577, -0.568, 1.160], [-0.267, 0.179, -0.020], [-0.220, 0.171, -0.686], [0.514, -0.057, 0.222], [0.871, 0.603, -0.514], [-1.043, -0.407, 0.160], [-0.024, -0.013, 0.162], [-0.266, -0.374, 0.268], [0.455, 0.192, -0.077]], "mulliken_charge": [0.22, -0.54, 0.02, -0.50, 0.31, 0.26, 0.23, -0.23, -0.48, 0.25, 0.21, 0.25], "mol_weight_g_mol": 73.1, "smiles": "[H]/N=C\\N.C=N", "de_lowest_kcal_mol": 36.0, "max_force_ha_per_bohr": 0.0320, "gap_ev": 10.47, "homo_energy_ev": -9.9, "total_energy_ha": -244.61799}